Record 1
Below is a 2-piece molecular cluster, C5H13N2O overall, with properties calculated with wB97M-V/def2-TZVPD.

```
21
Properties=species:S:1:pos:R:3:nbo_charge:R:1
C -0.199 1.797 0.461 -0.011
O -0.294 0.474 0.201 -0.973
C 0.852 2.113 1.533 -0.240
N 0.928 3.563 1.815 -0.857
H 0.098 2.394 -0.450 0.060
H -1.144 2.278 0.808 0.086
H 0.541 1.604 2.447 0.166
H 1.796 1.668 1.206 0.146
H 1.605 3.786 2.531 0.334
H 1.214 4.045 0.980 0.337
C 0.692 -2.813 -0.785 -0.608
C -0.196 -2.061 -1.765 -0.269
C -2.175 -1.614 -0.707 -0.096
N -1.600 -2.372 -1.532 -0.452
H 1.745 -2.641 -0.999 0.194
H 0.490 -2.438 0.217 0.226
H 0.474 -3.883 -0.813 0.182
H 0.054 -2.323 -2.795 0.158
H -0.010 -0.986 -1.636 0.236
H -1.643 -0.770 -0.218 0.254
H -3.227 -1.821 -0.497 0.128
```

The calculation puts the orbital gap at 7.10 eV. As for the energy above the lowest of the compared OMol25 structures with the same formula, charge and spin: 26.8 kcal/mol. The multiplicity is 1. Its total charge is -1.



Record 2
Below is one molecule with the formula C16H34NO2P in a non-equilibrium geometry, with properties calculated with wB97M-V/def2-TZVPD.

```
54
Properties=species:S:1:pos:R:3:nbo_charge:R:1
C -0.696 -4.044 -0.906 -0.635
C -0.084 -4.132 0.577 -0.218
N 0.348 -2.822 1.129 -0.553
C 1.796 -2.533 0.890 -0.230
C 1.886 -1.332 -0.174 -0.725
P 3.032 0.080 0.327 0.736
C 2.440 0.973 1.881 -0.728
C 3.087 0.388 3.244 -0.619
C 2.800 1.370 -1.078 -0.680
C 1.504 2.250 -0.709 -0.422
C 0.850 2.986 -1.980 -0.405
C -0.725 2.736 -2.109 -0.408
C -1.538 2.975 -0.759 -0.417
C -2.481 1.736 -0.349 -0.429
C -3.884 1.741 -1.104 -0.073
O -3.752 1.726 -2.555 -0.554
C -3.525 0.368 -2.991 -0.270
C 0.106 -2.720 2.579 0.742
C -0.512 -1.331 3.081 -0.723
O 0.412 -3.654 3.333 -0.558
H 0.029 -4.574 -1.608 0.207
H -1.720 -4.545 -0.966 0.217
H -0.814 -2.987 -1.291 0.218
H -0.946 -4.490 1.243 0.208
H 0.700 -4.950 0.622 0.192
H 2.258 -3.451 0.382 0.208
H 2.404 -2.363 1.832 0.215
H 2.262 -1.757 -1.164 0.237
H 0.821 -0.945 -0.354 0.225
H 2.847 2.043 1.809 0.236
H 1.307 1.096 1.962 0.212
H 2.862 -0.710 3.398 0.208
H 2.680 1.040 4.095 0.212
H 4.215 0.572 3.253 0.223
H 3.735 1.993 -1.235 0.235
H 2.558 0.740 -2.001 0.226
H 1.730 3.042 0.075 0.212
H 0.723 1.516 -0.312 0.197
H 0.980 4.113 -1.828 0.197
H 1.394 2.737 -2.951 0.209
H -1.190 3.429 -2.894 0.221
H -0.891 1.681 -2.520 0.197
H -0.888 3.184 0.150 0.208
H -2.223 3.887 -0.861 0.210
H -2.697 1.841 0.762 0.210
H -1.946 0.733 -0.469 0.201
H -4.547 2.601 -0.777 0.196
H -4.402 0.755 -0.821 0.167
H -2.560 -0.082 -2.597 0.172
H -3.481 0.406 -4.134 0.201
H -4.415 -0.297 -2.728 0.174
H -0.722 -1.441 4.186 0.240
H 0.283 -0.532 2.963 0.238
H -1.412 -1.048 2.456 0.240
```

The calculation puts the orbital gap at 8.57 eV. The SMILES is CCN(CCP(CC)CCCCCCCOC)C(C)=O. The multiplicity is 1. Its total charge is 0.



Record 3
Below is C28H52N9NdO4S2 as an isolated structure in a non-equilibrium geometry, with properties calculated with wB97M-V/def2-TZVPD.

```
96
Properties=species:S:1:pos:R:3:lowdin_charge:R:1
Nd -0.297 0.082 0.385 1.742
N 0.474 -1.717 -1.359 -0.068
C 0.457 -3.084 -0.813 -0.252
C 0.917 -3.075 0.644 -0.206
N -0.027 -2.407 1.554 -0.231
C -1.250 -3.216 1.709 -0.164
C -2.504 -2.383 1.443 -0.236
N -2.357 -1.704 0.146 -0.076
C 0.624 -2.199 2.858 -0.190
C -0.201 -1.279 3.756 -0.211
N -0.387 0.024 3.098 -0.053
H 0.025 -1.728 -2.277 0.101
H 1.466 -1.517 -1.535 -0.031
H 1.147 -3.735 -1.365 0.105
H -0.552 -3.487 -0.910 0.098
H 1.869 -2.538 0.669 0.073
H 1.099 -4.111 0.963 0.142
H -1.307 -3.667 2.705 0.134
H -1.234 -4.040 0.993 0.122
H -2.631 -1.609 2.205 0.075
H -3.381 -3.045 1.477 0.131
H -3.207 -1.167 -0.020 0.042
H -2.341 -2.425 -0.576 0.091
H 1.596 -1.733 2.682 0.107
H 0.788 -3.156 3.373 0.139
H 0.297 -1.189 4.731 0.130
H -1.182 -1.724 3.934 0.110
H 0.451 0.593 3.246 0.085
H -1.150 0.518 3.561 0.076
C 1.319 7.117 0.131 -0.055
O 2.482 6.413 0.501 -0.041
C 2.417 5.099 0.758 -0.255
C 3.660 4.494 1.050 0.018
C 3.729 3.155 1.279 -0.001
C 2.587 2.318 1.226 -0.102
C 2.728 0.898 1.321 -0.352
C 4.078 0.293 1.611 0.013
O 1.782 0.094 1.136 -0.212
C 1.305 2.938 1.013 -0.314
O 0.184 2.272 1.068 -0.301
C 1.271 4.329 0.771 0.055
H 1.651 8.131 -0.088 0.105
H 0.591 7.136 0.949 0.100
H 0.866 6.680 -0.763 0.094
H 4.527 5.132 1.076 0.128
H 4.690 2.723 1.506 0.117
H 4.479 0.643 2.559 0.103
H 4.782 0.547 0.824 0.099
H 3.966 -0.789 1.640 0.080
H 0.301 4.780 0.611 0.103
O -1.928 0.547 -1.629 -0.242
C -1.751 1.067 -2.950 -0.219
C -1.697 2.592 -2.945 -0.141
C -0.666 3.100 -1.929 -0.140
C 0.708 2.565 -2.226 -0.277
C 1.505 3.218 -3.164 0.005
C 2.767 2.734 -3.453 -0.024
C 3.196 1.603 -2.776 -0.027
C 2.341 1.010 -1.863 -0.148
N 1.107 1.451 -1.593 0.056
H -2.696 1.013 -1.252 0.038
H -2.568 0.729 -3.600 0.132
H -0.805 0.653 -3.315 0.117
H -2.682 2.999 -2.697 0.125
H -1.440 2.939 -3.946 0.127
H -0.959 2.791 -0.920 0.073
H -0.646 4.189 -1.977 0.123
H 1.128 4.096 -3.669 0.126
H 3.404 3.217 -4.179 0.121
H 4.178 1.192 -2.948 0.114
H 2.677 0.131 -1.327 0.030
C 4.821 -4.114 -4.867 -0.062
N 4.322 -3.343 -3.747 -0.045
C 4.594 -3.397 -2.436 -0.825
S 3.761 -2.320 -1.449 0.694
N 5.445 -4.230 -1.831 -0.044
C 6.341 -5.236 -2.362 -0.060
H 4.545 -3.589 -5.779 0.093
H 4.375 -5.111 -4.899 0.092
H 5.905 -4.199 -4.847 0.084
H 3.593 -2.679 -3.964 0.107
H 5.557 -4.029 -0.847 0.110
H 5.827 -5.892 -3.063 0.083
H 6.701 -5.836 -1.530 0.095
H 7.206 -4.788 -2.853 0.093
C -4.672 4.531 2.506 -0.053
N -4.315 3.172 2.164 -0.050
C -3.130 2.767 1.713 -0.828
N -2.124 3.614 1.513 0.140
S -2.982 1.127 1.311 0.673
H -5.747 4.582 2.648 0.098
H -4.407 5.214 1.697 0.093
H -4.184 4.848 3.432 0.098
H -4.994 2.439 2.309 0.124
H -2.206 4.566 1.832 0.108
H -1.173 3.217 1.344 0.045
```

The calculation puts the orbital gap (alpha / beta) at 8.04 / 8.04 eV. As for the energy above the lowest of the compared OMol25 structures with the same formula, charge and spin: 0.0 kcal/mol. The multiplicity is 4. Its total charge is +2.



Record 4
Below is C3H4MgO4Rb as an isolated structure in a non-equilibrium geometry, with properties calculated with wB97M-V/def2-TZVPD.

```
13
Properties=species:S:1:pos:R:3:nbo_charge:R:1
H -2.811 2.080 0.906 0.197
C -2.123 1.690 0.145 -0.550
C -2.851 0.956 -0.908 -0.121
O -2.256 0.195 0.135 -0.629
H -3.945 0.928 -0.900 0.200
H -2.402 0.813 -1.896 0.171
O 0.791 0.391 -0.103 -0.940
C 2.006 0.780 -0.043 0.944
O 3.036 0.203 -0.298 -0.598
Rb -0.729 -1.842 0.220 0.989
H 2.860 2.480 -0.517 0.550
Mg -0.094 2.265 -0.052 1.665
O 1.980 2.170 -0.188 -0.878
```

The calculation puts the orbital gap at 8.98 eV. As for the energy above the lowest of the compared OMol25 structures with the same formula, charge and spin: 0.0 kcal/mol. The multiplicity is 1. Its total charge is +1.



Record 5
Below is one molecule with the formula C8H8N6 in a non-equilibrium geometry, with properties calculated with wB97M-V/def2-TZVPD.

```
22
Properties=species:S:1:pos:R:3:nbo_charge:R:1
N -2.241 0.924 -2.500 -0.816
C -2.465 1.276 -1.263 0.478
N -3.525 1.942 -0.814 -0.350
N -3.330 1.920 0.610 -0.042
N -2.212 1.311 0.908 -0.097
N -1.634 0.897 -0.213 -0.098
N -0.400 0.272 -0.445 -0.246
C 0.136 -0.066 0.648 0.124
C 1.454 -0.708 0.725 -0.107
C 2.163 -1.102 1.773 -0.226
C 3.311 -1.643 1.773 -0.169
C 3.918 -2.162 0.525 -0.194
C 3.241 -1.820 -0.563 -0.172
C 2.001 -1.165 -0.523 -0.137
H -2.589 1.427 -3.370 0.415
H -1.287 0.835 -2.978 0.411
H -0.367 0.211 1.815 0.208
H 1.473 -0.911 2.646 0.214
H 3.868 -2.024 2.842 0.217
H 4.746 -2.479 0.804 0.205
H 3.330 -2.289 -1.809 0.197
H 1.664 -1.306 -1.347 0.183
```

The calculation puts the orbital gap at 8.47 eV. As for the energy above the lowest of the compared OMol25 structures with the same formula, charge and spin: 84.7 kcal/mol. The SMILES is Nc1nnnn1/N=C/c1ccccc1. The multiplicity is 1. Its total charge is 0.



Energy values, unit hartree, following the record order: -383.021191 -1176.476202 -3249.488171 -641.670420 -637.906873.